Molecular formula: C40H36BiBr2NO2P
Method: DFT, ωB97M-V/def2-TZVPD

ORCA input file:
```
! wB97M-V def2-TZVPD RIJCOSX def2/J DEFGRID3
* xyz 1 1
Bi 0.544 0.109 0.754
C 3.025 -1.288 3.807
C 3.124 -1.123 2.305
C 2.788 -2.182 1.446
C 2.248 -3.471 2.030
C 2.923 -2.023 0.056
C 2.617 -3.151 -0.903
C 3.363 -0.799 -0.472
C 3.413 -0.618 -1.972
C 3.718 0.250 0.387
C 4.290 1.532 -0.181
C 3.546 0.104 1.775
C 3.761 1.280 2.706
H 2.055 -0.958 4.196
H 3.790 -0.703 4.315
H 3.162 -2.325 4.105
H 1.617 -4.003 1.323
H 1.647 -3.281 2.918
H 3.056 -4.148 2.322
H 1.642 -3.015 -1.385
H 2.627 -4.122 -0.415
H 3.361 -3.184 -1.699
H 2.565 -1.110 -2.448
H 4.327 -1.044 -2.399
H 3.375 0.432 -2.254
H 3.510 2.246 -0.467
H 4.885 1.328 -1.069
H 4.944 2.024 0.535
H 3.017 1.290 3.504
H 3.682 2.230 2.181
H 4.747 1.247 3.179
Br 0.034 -0.902 -4.533
C 0.219 0.782 -3.709
C 0.252 1.943 -4.494
C 0.343 3.176 -3.913
Br 0.377 4.714 -5.014
C 0.420 3.302 -2.508
C 0.481 4.525 -1.806
C 0.564 4.537 -0.441
C 0.587 3.324 0.256
N 0.500 2.166 -0.374
C 0.409 2.117 -1.736
C 0.283 0.816 -2.324
O 0.209 -0.231 -1.558
H 0.198 1.858 -5.571
H 0.465 5.452 -2.366
H 0.615 5.465 0.112
H 0.675 3.298 1.336
O -0.238 2.102 3.078
C -0.731 1.213 2.419
C -2.086 0.656 2.750
C -2.665 0.973 3.979
C -3.902 0.457 4.319
C -4.573 -0.380 3.432
C -4.011 -0.696 2.205
C -2.765 -0.183 1.856
P -1.977 -0.506 0.247
C -2.719 0.653 -0.918
C -3.034 1.941 -0.484
C -3.482 2.884 -1.396
C -3.613 2.547 -2.738
C -3.297 1.266 -3.170
C -2.844 0.317 -2.265
C -2.344 -2.190 -0.261
C -1.332 -3.143 -0.142
C -1.584 -4.467 -0.467
C -2.843 -4.838 -0.919
C -3.848 -3.888 -1.056
C -3.603 -2.564 -0.730
H -2.123 1.626 4.652
H -4.345 0.701 5.277
H -5.540 -0.790 3.700
H -4.544 -1.349 1.526
H -2.938 2.206 0.563
H -3.729 3.884 -1.062
H -3.965 3.287 -3.446
H -3.386 1.004 -4.218
H -2.550 -0.667 -2.613
H -0.343 -2.843 0.188
H -0.799 -5.208 -0.379
H -3.039 -5.870 -1.178
H -4.824 -4.181 -1.421
H -4.382 -1.821 -0.860
*
```

For the molar mass, the calculation gives 962.5 g mol⁻¹. The HOMO energy comes out at -0.375 Ha. The value obtained for the frontier orbital gap is 6.94 eV.

---

Molecular formula: C40H36Cl5NOP2Re
Method: DFT, ωB97M-V/def2-TZVPD

ORCA input file:
```
! wB97M-V def2-TZVPD RIJCOSX def2/J DEFGRID3
* xyz 2 4
Re 0.153 -0.106 0.205
C -1.705 0.344 2.070
C -0.518 1.167 1.917
C -0.793 2.077 0.797
C -2.176 1.938 0.462
C -2.730 0.892 1.235
C -4.158 0.521 1.314
C -2.945 2.797 -0.467
C 0.036 3.274 0.454
C 0.340 1.568 3.083
C -1.975 -0.565 3.216
H -4.286 -0.558 1.259
H -4.735 0.992 0.525
H -4.562 0.837 2.278
H -3.175 2.249 -1.383
H -2.402 3.700 -0.728
H -3.888 3.087 -0.008
H 1.093 3.116 0.665
H -0.303 4.129 1.043
H -0.065 3.532 -0.601
H 1.229 2.108 2.768
H 0.636 0.712 3.685
H -0.244 2.238 3.720
H -2.624 -1.386 2.923
H -2.483 -0.004 4.003
H -1.056 -0.964 3.635
N -0.558 -2.246 -1.791
P -1.457 -0.807 -1.498
C -1.528 0.063 -3.077
C -2.099 -0.537 -4.198
C -2.256 0.194 -5.362
C -1.845 1.520 -5.412
C -1.252 2.110 -4.306
C -1.085 1.379 -3.144
C -3.126 -1.418 -1.171
C -3.282 -2.356 -0.152
C -4.541 -2.836 0.157
C -5.647 -2.383 -0.550
C -5.496 -1.453 -1.567
C -4.236 -0.962 -1.872
P 0.574 -2.415 -0.536
C 0.130 -3.877 0.436
C 0.248 -5.141 -0.136
C -0.075 -6.261 0.608
C -0.505 -6.126 1.920
C -0.624 -4.866 2.488
C -0.309 -3.740 1.748
C 2.151 -2.855 -1.298
C 3.203 -3.184 -0.445
C 4.426 -3.547 -0.972
C 4.604 -3.586 -2.347
C 3.560 -3.250 -3.196
C 2.335 -2.870 -2.676
H -0.962 -3.047 -2.264
H -2.435 -1.564 -4.152
H -2.713 -0.263 -6.226
H -1.994 2.099 -6.310
H -0.935 3.140 -4.349
H -0.604 1.812 -2.280
H -2.413 -2.701 0.393
H -4.660 -3.552 0.956
H -6.625 -2.754 -0.298
H -6.355 -1.108 -2.120
H -4.114 -0.245 -2.667
H 0.596 -5.245 -1.155
H 0.015 -7.241 0.164
H -0.744 -7.005 2.498
H -0.958 -4.766 3.510
H -0.394 -2.749 2.176
H 3.048 -3.172 0.625
H 5.237 -3.810 -0.312
H 5.557 -3.883 -2.758
H 3.695 -3.289 -4.266
H 1.518 -2.596 -3.326
Cl 7.103 0.773 -1.060
C 5.412 0.608 -1.198
C 4.638 0.400 -0.048
Cl 5.360 0.301 1.503
C 3.268 0.265 -0.188
Cl 2.263 0.065 1.180
C 2.604 0.282 -1.436
O 1.337 0.107 -1.534
C 3.416 0.484 -2.580
Cl 2.648 0.519 -4.104
C 4.790 0.655 -2.458
Cl 5.738 0.909 -3.856
*
```

For the molar mass, the calculation gives 972.2 g mol⁻¹. The HOMO energy (alpha / beta) comes out at -0.484 / -0.488 Ha. The value obtained for the frontier orbital gap (alpha / beta) is 7.02 / 5.77 eV.

---

Molecular formula: C40H36ClF3IrP3S2
Method: DFT, ωB97M-V/def2-TZVPD

ORCA input file:
```
! wB97M-V def2-TZVPD RIJCOSX def2/J DEFGRID3
* xyz 1 6
Ir 1.036 -0.567 -1.001
C 2.969 2.861 0.157
C 2.137 2.974 -1.125
P 0.826 1.730 -1.633
C 0.749 2.066 -3.464
C 1.415 3.179 -4.009
C 1.612 3.231 -5.361
C 1.157 2.285 -6.256
C 0.544 1.128 -5.714
C 0.387 1.035 -4.320
C -0.644 2.736 -1.121
C -0.833 2.827 0.294
C -2.089 3.125 0.804
C -3.219 3.179 -0.045
C -3.048 3.056 -1.377
C -1.751 2.970 -1.983
C 3.688 1.474 0.228
P 2.595 0.114 0.857
C 3.675 -1.191 1.475
C 3.076 -2.146 2.348
C 3.766 -3.251 2.846
C 5.043 -3.496 2.400
C 5.662 -2.553 1.552
C 5.077 -1.339 1.227
C 2.073 0.907 2.405
C 0.748 1.112 2.711
C 0.441 1.949 3.817
C 1.402 2.516 4.566
C 2.769 2.315 4.218
C 3.093 1.433 3.212
H 2.322 2.995 1.021
H 3.788 3.578 0.196
H 2.825 2.778 -1.926
H 1.652 3.937 -1.202
H 1.473 4.048 -3.366
H 2.188 4.040 -5.771
H 1.232 2.433 -7.308
H 0.123 0.345 -6.345
H -0.074 0.128 -3.913
H 0.033 2.853 0.919
H -2.246 3.198 1.866
H -4.207 3.484 0.306
H -3.932 3.057 -2.030
H -1.633 3.067 -3.044
H 4.466 1.618 0.991
H 4.249 1.158 -0.687
H 2.019 -1.922 2.644
H 3.255 -3.862 3.557
H 5.615 -4.419 2.591
H 6.714 -2.777 1.250
H 5.743 -0.559 0.825
H -0.072 0.682 2.153
H -0.600 2.223 4.045
H 1.188 3.189 5.399
H 3.559 2.831 4.737
H 4.104 1.176 2.962
S -1.867 -2.547 -2.748
P -2.372 -2.129 -0.922
S -1.063 -0.583 -0.090
C -4.098 -1.457 -0.729
C -5.085 -1.985 0.135
C -6.284 -1.325 0.401
C -6.569 -0.131 -0.253
C -5.635 0.398 -1.162
C -4.449 -0.290 -1.442
C -2.372 -3.429 0.292
C -2.381 -3.029 1.668
C -2.719 -3.962 2.668
C -3.054 -5.290 2.308
C -3.123 -5.638 0.987
C -2.727 -4.758 -0.024
H -4.930 -2.910 0.686
H -7.008 -1.807 1.030
H -7.496 0.408 -0.018
H -5.712 1.383 -1.542
H -3.746 0.055 -2.192
H -2.086 -1.994 1.887
H -2.827 -3.570 3.627
H -3.299 -6.008 3.080
H -3.473 -6.617 0.656
H -2.791 -5.064 -1.060
Cl 2.899 -0.609 -2.523
F 0.934 -3.570 -1.504
C 1.420 -2.665 -0.683
F 0.969 -3.035 0.591
F 2.804 -2.783 -0.699
*
```

For the molar mass, the calculation gives 958.4 g mol⁻¹. The HOMO energy (alpha / beta) comes out at -0.293 / -0.410 Ha. The value obtained for the frontier orbital gap (alpha / beta) is 5.26 / 4.36 eV.